The following is a quantum chemistry calculation of a structure of composition C18H15N3O2, from the OMol25 dataset.

XYZ file:
```
38
Properties=species:S:1:pos:R:3:forces:R:3
H -5.180 0.988 2.449 -0.315 0.977 -1.500
C -1.974 0.644 0.271 -4.257 0.901 -4.874
H -5.148 1.754 -0.113 -0.107 0.359 -0.367
C 1.565 -0.589 -1.856 -5.766 2.137 0.027
C -1.925 -0.228 4.378 -4.918 -1.415 -0.260
H 1.769 -3.236 -0.008 1.813 2.178 -0.402
H -0.018 0.076 0.005 -3.212 1.344 -2.592
C -0.843 -0.551 3.500 3.761 -1.665 5.394
H -3.220 1.450 -1.407 0.536 -0.386 -1.296
H 4.218 -2.857 -0.415 -0.273 0.697 -0.320
O -1.339 1.123 -2.694 0.075 0.484 1.058
C -3.227 1.019 -0.447 3.626 0.526 4.268
C 1.161 -1.708 -1.067 -2.503 6.308 -3.850
N 0.546 0.371 -2.370 11.633 -4.998 -1.664
C 3.497 -2.137 -0.824 0.599 -2.573 0.961
H 4.982 2.340 -3.164 -1.796 -3.409 1.781
H 0.135 -1.815 -0.817 -0.489 -0.746 0.029
H 0.880 0.729 -3.293 -1.415 0.073 1.150
C 3.207 0.858 -2.865 8.304 0.269 4.028
O 2.542 1.237 -3.692 -5.166 3.582 -6.665
N 4.555 1.430 -2.646 -2.227 1.755 -2.225
H 0.241 -0.205 1.760 2.067 -0.446 -1.154
C -0.501 0.636 -1.798 -8.799 5.699 -11.848
C 3.693 -1.195 -1.713 11.342 -0.427 1.823
N -1.004 0.485 -0.732 4.636 -5.072 16.800
C -3.195 0.069 3.826 3.530 3.019 -4.682
C -3.124 0.589 2.311 -1.800 -2.103 2.700
C 2.201 -2.235 -0.571 -1.471 -10.269 6.342
C 2.845 -0.280 -2.071 -0.793 1.540 -1.400
H -2.072 -0.560 5.433 1.270 0.199 -0.793
C -4.250 1.397 0.376 -3.884 0.217 -1.928
C -0.628 -0.095 2.287 -4.828 0.272 -0.602
H 0.045 -1.146 4.070 -1.942 1.642 -1.415
C -1.890 0.311 1.669 0.035 2.258 -2.723
H 4.980 -1.105 -1.610 -3.470 0.632 -1.760
C -4.419 1.107 1.653 5.076 -2.870 5.395
H 5.045 0.926 -1.972 1.401 -0.189 1.036
H -4.152 0.406 4.157 -0.274 -0.500 1.529
```
Forces are in eV/Å.

energy relative to the best compared isomer or geometry (same formula, charge and spin) = 10.524 eV
spin multiplicity = 1
Kohn-Sham gap = 7.97 eV
E = -27464.0817 eV
HOMO = -7.880 eV

The following is a quantum chemistry calculation of an isolated molecule of C18H15NO5S3, from the OMol25 dataset.

XYZ file:
```
42
Properties=species:S:1:pos:R:3:forces:R:3
C -4.839 -4.378 -1.994 0.067 -0.091 -0.271
C -0.861 -1.876 0.044 0.529 0.482 0.591
H 3.414 3.786 -0.942 0.101 0.068 -0.014
H 3.495 0.799 1.506 0.032 -0.130 -0.053
H 3.477 -0.916 1.977 0.007 0.007 -0.027
C 0.099 2.169 0.178 -0.220 0.047 -0.119
H -1.037 -0.423 3.102 -0.048 -0.013 0.085
H 0.911 -1.791 -1.188 0.063 -0.048 -0.117
H 2.997 3.311 1.472 0.152 0.061 0.016
C 0.327 2.432 -1.163 0.075 0.016 0.099
C 2.487 3.330 -0.626 -0.097 -0.066 0.122
H -0.826 1.733 0.520 -0.150 -0.069 -0.047
C 0.459 -1.511 -0.249 -0.204 -0.018 0.138
H 0.896 3.103 -3.626 -0.032 0.008 -0.085
H 2.124 4.294 -3.175 0.013 0.062 -0.070
C 0.672 -0.367 1.849 -0.421 -0.615 -0.781
S -3.226 -3.997 -2.559 -0.320 -0.109 0.041
C 2.270 3.067 0.714 0.219 0.138 -0.023
C -0.626 -0.755 2.162 0.237 -0.013 -0.011
C 1.788 3.270 -3.028 0.026 -0.009 -0.014
H 4.456 -0.385 0.584 -0.044 0.016 0.091
C 1.523 3.006 -1.579 -0.044 -0.022 0.089
O 2.497 -0.484 0.195 -0.455 0.084 -0.126
C 1.077 2.486 1.097 -0.155 -0.184 0.675
H -5.867 -3.997 -0.248 0.107 0.017 -0.059
H 2.574 2.608 -3.388 0.040 -0.025 -0.085
O -4.052 -2.727 0.970 -0.049 0.004 0.051
C -1.559 -2.620 -0.972 -0.900 -0.497 -0.270
C 1.241 -0.773 0.629 0.103 0.025 0.285
H -2.392 -1.775 1.557 -0.005 0.000 -0.006
S -5.982 -5.197 -2.813 0.092 -0.003 -0.081
H -0.954 -2.787 -1.857 0.043 -0.005 -0.050
N -4.991 -3.873 -0.742 -0.231 -0.004 0.199
C -1.388 -1.499 1.286 -0.046 -0.003 -0.011
O 1.791 2.651 3.641 0.209 -0.199 -0.191
H -0.430 2.183 -1.891 -0.082 -0.012 -0.078
O 1.368 0.450 2.707 0.124 0.685 0.512
C -3.951 -3.189 -0.141 -0.122 0.141 0.416
C -2.803 -3.151 -1.060 0.934 0.135 -0.512
C 3.527 -0.227 1.132 0.359 0.051 0.165
O -0.536 2.016 3.129 0.049 -0.148 -0.239
S 0.851 2.004 2.792 0.044 0.238 -0.236
```
Forces are in eV/Å.

spin multiplicity = 1
Kohn-Sham gap = 7.36 eV
E = -63142.1309 eV
HOMO = -8.494 eV

The following is a quantum chemistry calculation of a structure of composition C18H16AlBrF5N4, from the OMol25 dataset.

XYZ file:
```
45
Properties=species:S:1:pos:R:3:forces:R:3
C 3.464 3.046 0.448 0.563 -0.921 -0.982
C 3.222 -2.338 -1.527 3.182 -1.159 2.444
F -4.091 -3.724 4.217 2.025 0.092 -0.131
N -4.367 -1.583 1.028 -3.656 2.802 -4.427
H 5.113 0.421 -1.714 -0.409 -0.089 1.323
C 3.335 0.340 -0.509 -3.383 -1.420 -0.279
N -1.443 0.324 0.050 1.843 -5.501 -2.438
C -2.148 -0.938 -0.354 2.640 1.162 0.500
H 4.824 -4.023 -1.215 -1.088 2.587 0.847
C 0.916 1.608 0.276 3.021 -2.281 -1.341
C 0.779 -1.079 -0.730 1.724 1.040 0.159
C -6.933 -0.846 0.105 4.678 0.474 -2.070
H 1.253 4.392 -1.592 2.090 1.026 1.282
F -1.768 -1.926 4.353 -0.634 -2.074 -0.283
C -3.813 -0.938 -0.209 -1.671 0.353 -0.565
C 2.437 -0.994 -0.915 0.377 1.786 0.699
H 4.393 4.830 -0.659 -1.852 -1.641 -0.435
C -5.863 -1.521 1.147 0.099 1.226 -2.184
H -2.009 -3.206 -1.157 1.750 2.350 0.712
C 2.575 1.696 0.087 -3.129 -2.369 -0.104
C -6.295 -0.181 -1.283 3.179 -1.817 3.379
H 4.862 -2.539 0.179 -1.405 -1.074 -2.258
Br -0.138 3.182 1.036 1.375 -2.256 -0.990
H 4.598 2.708 0.599 -2.625 0.629 -0.085
C 0.044 0.247 -0.143 -0.090 -0.213 -0.052
H 3.692 3.515 -1.881 -0.300 0.830 2.451
H -6.336 -2.017 2.125 1.492 1.169 -2.366
H -8.096 -0.803 0.219 2.609 -0.277 0.083
C -4.631 -0.231 -1.437 -2.586 -1.732 3.710
F -1.767 -4.190 2.476 -0.622 0.636 1.862
Al -2.296 -3.630 4.104 0.052 0.144 -0.040
H 1.653 5.311 0.015 1.412 -0.637 -2.376
C -1.347 -2.247 -0.897 1.719 1.070 0.222
N 0.135 -2.382 -1.110 -4.665 5.666 2.350
H 5.385 0.771 -0.031 -0.822 -0.494 -1.073
F 3.068 3.709 1.715 0.658 -1.360 -3.000
H -6.935 0.342 -2.114 1.303 -1.203 1.875
F -1.559 -4.678 5.369 -0.893 1.223 -1.501
N 4.836 0.222 -0.727 -2.282 1.012 0.410
C 2.130 4.971 -1.026 -0.598 0.075 -0.393
H 2.919 -2.807 -2.583 0.327 1.213 2.750
C 3.495 4.076 -0.856 -0.356 0.950 0.685
C 4.377 -3.000 -0.798 -3.204 1.815 -2.110
H 2.400 5.899 -1.718 -0.616 -1.848 1.651
H -4.067 0.210 -2.363 -1.229 -0.962 2.091
```
Forces are in eV/Å.

spin multiplicity = 1
Kohn-Sham gap = 6.73 eV
E = -115101.6820 eV
net charge = -1
HOMO = -6.082 eV

The following is a quantum chemistry calculation of a structure of composition C18H16BrN4STl, from the OMol25 dataset.

XYZ file:
```
41
Properties=species:S:1:pos:R:3:forces:R:3
H -1.537 4.938 1.426 0.006 -0.028 -0.007
C 0.314 -2.368 0.768 0.120 0.062 0.133
C -0.834 4.373 0.824 0.012 0.039 0.038
C 2.505 4.789 -0.709 -0.003 0.012 -0.011
H 0.600 5.952 0.733 -0.015 -0.027 -0.009
C 2.577 -2.126 1.529 0.001 0.005 -0.026
C 1.535 -2.939 1.106 -0.019 -0.130 0.059
C -0.705 -4.644 -0.004 0.057 0.096 -0.039
C -0.307 2.271 -0.336 0.039 -0.242 -0.314
N -1.965 -2.566 0.292 -0.122 0.294 0.042
H -0.604 -4.759 -1.087 0.011 -0.035 -0.009
C 3.133 2.779 -1.851 0.047 0.061 0.010
C 1.130 -0.270 1.243 -0.035 0.029 -0.017
H 4.369 4.545 -1.717 -0.019 -0.003 -0.002
H 3.847 2.218 -2.438 -0.025 0.015 0.009
Tl -1.308 0.177 -1.170 -0.145 0.256 0.074
H -4.979 -3.984 -1.503 0.002 -0.004 0.003
H 0.921 0.794 1.265 0.017 -0.039 -0.030
S -4.650 -1.208 0.649 0.095 -0.165 -0.048
C 2.370 -0.764 1.619 0.042 -0.046 0.005
C -1.141 3.049 0.434 -0.030 -0.112 -0.005
H 0.169 -5.090 0.458 0.015 -0.023 -0.026
H 3.153 -0.094 1.947 -0.040 0.019 0.009
C -4.294 -2.626 -0.117 0.111 0.291 0.029
Br 1.645 0.437 -2.165 0.069 0.117 0.023
N -5.241 -3.377 -0.743 -0.076 -0.090 -0.050
H 2.706 5.807 -0.394 0.009 -0.034 0.001
H -2.088 2.636 0.773 -0.025 0.044 -0.018
N 0.139 -1.039 0.805 0.049 -0.031 0.099
C 1.269 4.203 -0.338 -0.026 -0.130 -0.017
H -1.568 -5.224 0.325 -0.015 -0.011 0.037
N -3.050 -3.201 -0.184 -0.189 0.004 0.085
H -2.966 -4.117 -0.598 0.020 -0.112 -0.011
H 1.681 -4.008 1.064 0.019 0.029 -0.016
C 3.423 4.097 -1.442 -0.025 0.012 0.029
H 3.535 -2.560 1.786 -0.013 -0.011 0.014
H -6.143 -2.938 -0.813 -0.013 0.004 -0.002
C 1.940 2.221 -1.505 -0.105 -0.215 -0.075
C -0.859 -3.192 0.358 0.131 -0.124 -0.119
C 0.935 2.868 -0.734 0.062 0.206 0.137
C 0.344 4.938 0.443 0.006 0.016 0.012
```
Forces are in eV/Å.

spin multiplicity = 1
Kohn-Sham gap = 6.90 eV
E = -110456.1175 eV
HOMO = -6.974 eV